{
  "formula": "C14H14N2O2OsS2",
  "method": "the ωB97M-V functional and the def2-TZVPD basis",
  "relative_energy_kcal_mol": 3.0,
  "e_homo_ev": [-5.90, -8.02],
  "multiplicity": 5,
  "homo_lumo_gap_ev": [5.1, 4.3],
  "elements": ["C", "C", "C", "C", "C", "Os", "N", "C", "C", "H", "H", "H", "H", "H", "H", "H", "H", "H", "H", "O", "S", "O", "N", "C", "S", "C", "C", "C", "C", "C", "C", "H", "H", "H", "H"],
  "positions_angstrom": [[3.39279, 0.75868, -1.22820], [2.34551, 1.56892, -1.78128], [1.07844, 0.77869, -1.68214], [1.42310, -0.57977, -1.50774], [2.92317, -0.76772, -1.27046], [1.95727, 1.48184, 0.24272], [2.81695, -1.54021, -0.06201], [2.37912, 3.17730, 1.01645], [1.25236, 3.34956, 0.07432], [0.06573, 1.12143, -1.99068], [2.47891, 2.58485, -2.18115], [0.74315, -1.44850, -1.53712], [3.63317, -1.43968, -1.78293], [4.46843, 1.00744, -1.09756], [1.44566, 3.85792, -0.87954], [2.22989, 3.19568, 2.11925], [3.66331, -1.62200, 0.45990], [0.21873, 3.51661, 0.38617], [3.39328, 3.49114, 0.70394], [-1.94419, -1.43770, -2.36586], [-2.54196, -0.52857, -1.41727], [-3.68733, 0.25273, -1.81013], [-1.36526, 0.40325, -0.66867], [-1.12507, 0.11816, 0.59467], [0.07986, 0.91352, 1.54573], [-2.01086, -0.92396, 1.11837], [-2.06864, -1.53343, 2.37309], [-3.01661, -2.52966, 2.61561], [-3.90412, -2.93712, 1.59523], [-3.83730, -2.35192, 0.31114], [-2.87489, -1.36051, 0.10792], [-1.36079, -1.21169, 3.12665], [-3.08122, -3.00700, 3.59332], [-4.65797, -3.71298, 1.78746], [-4.51261, -2.64530, -0.50918]]
}